1.
{"formula": "C8H12Cl2OTi", "method": "ωB97M-V with the def2-TZVPD basis set", "elements": ["Ti", "Cl", "Cl", "C", "H", "H", "C", "C", "H", "C", "H", "C", "H", "H", "C", "H", "H", "C", "H", "H", "H", "H", "O", "C"], "xyz": [[1.9056, -0.2900, 0.9421], [0.8683, -2.2154, 1.3949], [1.6716, 0.9811, 2.7458], [3.6946, -0.7742, 1.1641], [4.4127, -0.1851, 1.7543], [4.1737, -1.6021, 0.6107], [-0.6489, 1.2240, 0.3295], [0.4658, 0.8266, -0.2634], [-0.6098, 1.9803, 1.1171], [0.4904, -0.2871, -1.3125], [1.3497, 1.5127, -0.2984], [-0.7860, -0.2412, -2.1778], [1.3859, -0.2064, -1.9443], [0.5165, -1.2921, -0.8405], [-2.0458, -0.1788, -1.3156], [-0.7430, 0.6454, -2.8158], [-0.8210, -1.1140, -2.8434], [-2.0001, 0.8691, -0.1672], [-2.9117, 0.0471, -1.9482], [-2.2214, -1.1622, -0.8639], [-2.4817, 1.7915, -0.5425], [-2.6588, 0.5384, 0.6493], [-1.6005, -0.5478, 3.8649], [-1.4061, -0.3198, 2.7610]], "forces_ev_per_a": [[1.00, -0.88, 0.72], [-1.11, -1.76, 0.37], [-0.33, 1.40, 1.56], [1.58, 0.39, -1.08], [-0.11, -0.28, -0.01], [-0.09, 0.04, 0.32], [-0.45, 0.90, 0.12], [0.42, 0.85, -2.51], [0.14, -0.08, -0.31], [-0.51, -0.02, -0.52], [-0.27, -0.61, 0.77], [0.18, 0.15, 0.10], [-0.21, 0.07, 0.19], [0.07, 0.52, -0.13], [-0.07, -0.10, 0.51], [0.04, 0.06, -0.04], [-0.05, 0.14, 0.13], [-0.91, -0.60, -0.38], [0.05, -0.14, 0.07], [0.09, 0.06, -0.10], [0.37, -0.03, 0.20], [0.20, 0.02, -0.18], [0.39, 0.34, -1.85], [-0.40, -0.44, 2.08]], "charge": -1, "multiplicity": 2, "lumo_energy_ev": [3.04, 3.04], "de_lowest_kcal_mol": 35.6, "homo_energy_ha": [-0.0773, -0.0930]}

---

2.
{"formula": "C8H12CrF14HfN5O24S6", "method": "ωB97M-V with the def2-TZVPD basis set", "elements": ["Hf", "Cr", "C", "F", "F", "F", "S", "O", "O", "O", "C", "F", "F", "F", "S", "O", "O", "O", "C", "F", "F", "F", "S", "O", "O", "O", "C", "F", "F", "F", "S", "O", "O", "O", "N", "S", "O", "O", "F", "S", "O", "O", "F", "C", "N", "O", "O", "H", "H", "H", "C", "N", "O", "O", "H", "H", "H", "C", "N", "O", "O", "H", "H", "H", "C", "N", "O", "O", "H", "H", "H"], "xyz": [[8.2188, -18.8858, -12.9571], [4.1477, -22.0651, -10.4211], [7.8678, -19.9622, -8.2439], [7.3541, -20.6762, -7.2561], [7.2697, -18.7769, -8.2516], [9.1615, -19.8395, -8.0689], [7.4618, -20.8289, -9.8535], [6.0458, -21.1794, -9.8256], [7.7263, -19.8423, -10.9206], [8.3100, -21.9977, -9.9787], [5.6055, -23.5597, -6.3276], [5.8839, -23.1148, -5.1183], [6.6443, -23.3853, -7.1082], [5.3228, -24.8373, -6.2744], [4.1023, -22.5807, -6.9548], [2.9216, -23.3034, -6.4593], [4.1995, -21.2687, -6.3388], [4.1841, -22.5611, -8.3959], [7.3133, -23.7542, -13.5589], [8.4066, -23.6216, -12.8422], [7.5728, -23.8569, -14.8322], [6.6265, -24.7944, -13.1381], [6.2436, -22.2106, -13.1946], [5.3019, -22.0219, -14.3247], [5.5432, -22.5287, -11.9862], [7.1478, -21.0380, -13.2070], [3.4460, -17.6365, -12.3511], [2.9235, -17.7568, -11.1525], [2.4773, -17.5986, -13.2416], [4.1738, -16.5355, -12.4340], [4.5044, -19.1626, -12.7447], [5.9265, -18.7973, -12.8167], [4.2452, -20.0994, -11.6481], [4.0466, -19.7025, -14.0125], [9.9454, -20.1918, -13.3406], [11.1220, -20.9487, -12.3227], [12.3200, -20.1822, -12.2346], [11.1117, -22.3729, -12.1975], [10.3339, -20.4606, -11.0175], [10.4883, -20.9309, -14.6742], [9.8891, -22.1693, -15.0174], [11.8449, -20.6210, -15.0043], [9.7668, -19.8288, -15.6511], [6.8481, -15.7010, -9.3857], [6.5084, -16.8432, -10.2830], [5.5068, -17.4723, -10.0636], [7.3327, -17.2015, -11.1225], [7.3778, -14.9455, -9.9544], [7.4226, -16.1555, -8.5823], [5.8988, -15.3309, -9.0110], [11.9674, -17.4390, -10.3752], [10.4950, -17.6441, -10.4641], [9.8699, -17.4855, -9.4579], [9.9582, -17.9332, -11.5276], [12.1208, -16.3744, -10.2347], [12.4697, -17.8125, -11.2633], [12.2018, -18.1219, -9.5574], [9.1707, -25.3526, -9.9321], [7.8601, -25.2975, -9.2693], [7.7706, -25.8381, -8.1891], [6.9496, -24.8251, -9.9169], [9.5733, -24.3397, -9.9412], [9.1320, -25.7343, -10.9468], [9.8353, -25.9651, -9.3300], [11.3716, -22.3490, -8.3362], [12.0036, -21.0206, -8.1289], [12.0843, -20.6414, -6.9854], [12.2845, -20.3780, -9.1254], [10.4979, -22.3755, -7.6927], [12.0270, -23.1802, -8.0793], [11.1572, -22.4681, -9.3939]], "forces_ev_per_a": [[-2.15, -1.54, 4.32], [-0.61, 0.51, -0.19], [-0.93, -0.47, -0.63], [0.03, -0.19, 0.21], [0.19, 0.38, 0.07], [0.43, 0.15, -0.06], [-0.49, -2.36, -1.51], [1.43, 1.26, 1.14], [0.58, 1.19, -0.26], [-0.02, 0.98, 0.73], [-0.18, 0.00, 0.08], [-0.07, 0.20, 0.27], [0.11, 0.45, -0.45], [-0.46, -0.30, -0.07], [1.11, -0.45, -0.60], [0.04, 0.49, 0.13], [-0.46, -0.25, 0.13], [-0.33, -0.45, 1.18], [-0.31, 0.32, 0.61], [0.19, 0.08, -0.04], [-0.01, 0.19, -0.25], [-0.15, -0.03, -0.09], [2.11, 0.41, 0.76], [-0.51, -0.05, -0.69], [0.47, -0.31, -1.25], [-0.79, -1.63, -0.66], [0.30, -0.65, -0.32], [0.04, 0.07, 0.27], [-0.06, 0.10, -0.15], [0.22, 0.36, 0.02], [-1.83, -3.26, -0.64], [2.13, 1.47, -0.43], [0.18, 1.26, -0.31], [0.25, 1.36, 0.70], [2.01, -2.21, 0.43], [-0.06, 1.78, 5.10], [-0.60, -0.62, -0.87], [-0.28, 1.07, -1.28], [0.25, -0.47, -0.53], [-0.44, 2.14, -5.65], [0.04, 0.28, 0.80], [-0.51, -1.03, 1.32], [-0.71, -0.43, 0.51], [-0.52, -0.11, -0.24], [-0.09, -1.30, -0.01], [-0.09, 0.48, 0.06], [0.73, 1.13, -0.51], [0.20, -0.13, 0.06], [0.20, 0.19, -0.03], [0.06, 0.02, 0.05], [-0.02, -0.97, -0.38], [-0.46, 0.55, 0.77], [-0.05, -0.04, 0.11], [-0.27, -0.32, -2.15], [0.09, -0.08, 0.38], [-0.32, 0.11, -0.18], [0.48, 0.58, 0.26], [1.43, 0.40, 0.27], [-0.08, -1.13, -0.80], [-0.24, 0.43, 0.26], [-0.32, 0.35, 0.25], [-0.21, 0.07, -0.17], [-0.51, 0.05, 0.03], [-0.17, -0.10, 0.03], [-0.01, -0.67, -0.43], [-0.61, -0.35, 0.09], [0.34, 0.23, -0.10], [0.35, 0.13, 0.22], [-0.07, -0.01, -0.15], [0.33, 0.41, 0.39], [-0.31, 0.29, 0.07]], "charge": 1, "multiplicity": 9, "lumo_energy_ev": [-4.58, -8.35], "homo_energy_ha": [-0.3428, -0.4888]}

---

3.
{"formula": "C8H12F12O14S6Zn", "method": "ωB97M-V with the def2-TZVPD basis set", "elements": ["Zn", "C", "F", "F", "F", "S", "O", "O", "O", "C", "F", "F", "F", "S", "O", "O", "O", "C", "F", "F", "F", "S", "O", "O", "O", "C", "F", "F", "F", "S", "O", "O", "O", "C", "S", "O", "C", "H", "H", "H", "H", "H", "H", "C", "S", "O", "C", "H", "H", "H", "H", "H", "H"], "xyz": [[0.3743, 0.1911, -0.0408], [-1.7816, 1.0470, -5.3722], [-2.9688, 0.7534, -4.7561], [-1.9393, 0.7379, -6.6492], [-1.3968, 2.3342, -5.2879], [-0.3181, 0.0219, -4.6595], [-0.7416, -1.3559, -4.5843], [0.8124, 0.1945, -5.5670], [-0.1039, 0.5710, -3.2576], [-5.8855, -1.2970, -0.0556], [-6.6292, -2.4305, 0.0615], [-6.4163, -0.6396, -1.0882], [-5.8992, -0.5184, 1.0496], [-4.0255, -1.8444, -0.3089], [-3.7454, -2.8705, 0.7106], [-3.9323, -2.3968, -1.6747], [-3.0652, -0.7246, -0.1748], [-0.5582, -0.5049, 5.9689], [-0.8516, -1.4437, 6.8440], [-1.6941, 0.0608, 5.4368], [0.1780, 0.3977, 6.6453], [0.5532, -1.3537, 4.5849], [0.3872, -0.5834, 3.3137], [1.8733, -1.3970, 5.1113], [-0.0268, -2.7267, 4.3945], [2.7194, -5.3916, -1.5484], [3.8068, -4.9381, -0.8253], [2.9250, -4.9854, -2.8140], [2.6083, -6.6926, -1.5000], [1.1445, -4.5888, -0.7854], [0.9811, -5.2668, 0.5121], [1.3804, -3.1133, -0.6741], [0.0635, -4.8914, -1.7659], [5.7118, 2.6237, -1.0473], [4.6467, 1.0992, -0.9657], [3.5587, 1.3235, 0.1306], [5.8517, -0.1116, -0.2801], [5.1438, 3.4254, -0.5754], [5.7401, 2.7846, -2.1250], [6.6843, 2.4388, -0.5910], [6.4968, 0.4485, 0.3967], [6.4070, -0.5571, -1.1055], [5.3269, -0.8185, 0.3626], [-1.7934, 4.1470, 2.7690], [-1.3867, 4.5078, 0.9754], [-0.8455, 3.1826, 0.4011], [-3.1060, 4.7000, 0.3400], [-0.8994, 4.3347, 3.3638], [-2.0911, 3.1042, 2.8788], [-2.5812, 4.7371, 3.2372], [-3.6803, 3.7767, 0.2640], [-3.3002, 5.1424, -0.6370], [-3.7122, 5.3561, 0.9647]], "forces_ev_per_a": [[-0.43, -0.80, -0.31], [0.97, -1.43, 1.04], [1.48, 1.13, -0.40], [-0.11, 0.15, -0.46], [-1.14, -0.10, 0.13], [1.07, -1.85, 2.25], [-0.74, 0.68, -0.45], [-1.05, 1.19, 0.46], [-0.17, 0.45, -1.72], [1.63, -0.92, -0.30], [0.50, 1.14, 0.67], [0.29, 0.33, 0.36], [-0.83, -0.64, -0.58], [3.16, -2.84, -0.94], [-1.55, 1.57, -0.68], [-1.38, 1.12, 1.40], [-1.45, 0.60, 0.06], [1.22, -0.51, -1.98], [-0.90, -0.21, 0.32], [1.26, -0.43, 1.11], [-0.64, 0.55, -0.37], [-2.59, -3.39, -3.64], [0.05, 0.45, 1.68], [1.17, 0.96, 1.15], [0.47, 3.00, 1.25], [-0.67, 2.88, 0.92], [-0.55, -1.01, -0.57], [0.00, -0.46, 0.27], [0.54, -0.66, -0.05], [-3.40, 0.65, 0.15], [1.01, 0.60, -1.68], [0.72, -1.50, -0.24], [2.45, 0.09, 1.28], [-0.78, -0.98, -0.13], [-1.55, -0.07, 1.56], [1.49, -0.29, -1.53], [-0.13, 1.07, 0.48], [0.11, -0.14, 0.10], [0.45, 0.27, 0.12], [-0.11, 0.21, -0.11], [0.24, -0.06, -0.13], [-0.13, -0.09, 0.15], [-0.28, -0.16, -0.55], [-0.02, -0.07, -0.21], [-0.40, -2.04, -0.31], [-0.63, 1.77, 0.84], [-1.19, 0.02, 0.09], [0.19, -0.16, -0.32], [0.20, -0.10, -0.34], [-0.11, 0.37, -0.59], [0.56, -0.50, 0.44], [1.29, 0.08, -0.31], [0.40, 0.05, 0.62]], "charge": -2, "lumo_energy_ev": -1.22, "de_lowest_kcal_mol": 283.8, "homo_energy_ha": -0.1387}

---

These records have E values of -2157.12543; -7270.47452; -6732.01913 Ha, in the order they appear.